Version i
10
Properties=species:S:1:pos:R:3 method="wB97M-V/def2-TZVPD" e_lumo_ha=0.0266 homo_lumo_gap_ev=10.81
C 0.154 1.370 -0.531
C -0.292 -0.795 0.863
C 0.144 -0.211 -0.480
O -0.432 2.064 0.249
F 1.295 -0.811 -0.903
H 0.902 1.804 -1.298
H 0.251 -0.628 1.733
H -0.160 -1.809 0.588
H -1.222 -0.439 1.115
H -0.641 -0.544 -1.336

***

Version ii
10
Properties=species:S:1:pos:R:3 method="wB97M-V/def2-TZVPD" e_lumo_ha=0.0207 homo_lumo_gap_ev=8.82
C -0.747 1.580 0.843
C -1.600 0.814 0.185
C 1.967 -1.376 -0.162
O 0.974 -1.417 -0.943
F -1.273 -0.441 0.025
H 0.186 1.053 1.210
H -0.787 2.529 1.186
H 2.857 -1.931 -0.468
H -2.591 1.177 -0.073
H 1.014 -1.989 -1.802

***

How do the energies compare? Relative to the most stable structure, in hartree: version i 0.0000; version ii 0.1334.

***

Version i
19
Properties=species:S:1:pos:R:3 method="wB97M-V/def2-TZVPD" e_lumo_ha=-0.1317 homo_lumo_gap_ev=2.29
C -0.283 4.131 -1.003
C 0.044 3.474 0.228
N 0.210 3.828 1.447
C 0.484 -0.852 -2.178
C -0.611 -4.159 1.526
C -0.456 -2.818 1.102
C 0.272 -2.549 -0.147
C 0.161 -1.305 -0.850
H -0.211 5.169 -0.995
H -0.594 3.760 -1.985
H 0.158 2.352 0.115
H 0.921 3.210 1.878
H 1.380 -1.411 -2.552
H 0.068 0.121 -2.564
H -0.269 -4.951 0.756
H -0.515 -4.448 2.556
H -0.868 -1.919 1.685
H 1.047 -3.609 -1.020
H -0.257 -0.605 -0.065

***

Version ii
19
Properties=species:S:1:pos:R:3 method="wB97M-V/def2-TZVPD" e_lumo_ha=0.0383 homo_lumo_gap_ev=10.27
C -0.064 -1.066 -0.858
C 1.285 -1.703 -1.162
C 0.395 1.981 0.413
C 1.578 1.936 0.220
H -0.105 -0.076 -1.321
H -0.865 -1.673 -1.291
H 1.429 -1.795 -2.236
H 1.352 -2.695 -0.718
H 2.089 -1.091 -0.754
H 2.612 1.873 0.059
C -1.598 -0.215 0.905
C -1.035 2.129 0.638
C -0.295 -0.919 0.650
N -1.890 1.002 0.885
H -2.447 -0.867 1.105
H -1.470 2.637 -0.234
H -1.180 2.799 1.498
H -0.319 -1.908 1.113
H 0.526 -0.350 1.088

***

How do the energies compare? Relative to the most stable structure, in hartree: version i 0.3085; version ii 0.0000.

***

Version i
11
Properties=species:S:1:pos:R:3 method="wB97M-V/def2-TZVPD" e_lumo_ha=0.0301 homo_lumo_gap_ev=10.28
N 2.025 -0.634 0.259
C -2.187 -0.149 -0.148
N 1.407 0.499 -0.351
N -3.139 -0.177 0.598
N -1.277 -0.414 -0.883
H 2.804 -0.382 0.867
H 1.326 1.303 0.275
H 1.973 0.770 -1.151
H -3.943 0.417 0.570
H 1.323 -1.116 0.814
H -0.311 -0.115 -0.851

***

Version ii
11
Properties=species:S:1:pos:R:3 method="wB97M-V/def2-TZVPD" e_lumo_ha="-0.0125 / -0.0066" homo_lumo_gap_ev="8.22 / 8.29"
C 0.085 -0.788 -0.021
N 2.726 0.302 -0.108
N 0.609 1.562 0.228
N -1.541 0.885 -0.157
N -0.139 0.656 -0.032
H -0.412 -1.330 0.780
H -0.262 -1.190 -0.999
H 1.140 -0.725 0.061
H 2.601 0.668 -0.981
H -1.987 0.209 -0.637
H -1.851 1.786 -0.337

***

Version iii
11
Properties=species:S:1:pos:R:3 method="wB97M-V/def2-TZVPD" e_lumo_ha=0.0262 homo_lumo_gap_ev=9.63
C -0.567 -0.004 0.334
H 0.989 -0.884 -1.563
H 0.522 0.632 -2.026
H 1.742 0.381 0.531
H -0.159 1.119 2.030
H -1.497 -0.430 2.285
H -0.669 -1.054 -1.239
N 1.070 0.108 -1.395
N 0.765 0.268 -0.077
N -0.819 0.413 1.589
N -1.376 -0.548 -0.467

***

Version iv
11
Properties=species:S:1:pos:R:3 method="wB97M-V/def2-TZVPD" e_lumo_ha=0.0411 homo_lumo_gap_ev=9.17
C -0.150 0.551 -0.104
H 2.881 -0.605 -0.275
H 1.679 -1.260 0.771
H 1.594 1.076 0.618
H -0.689 1.539 -0.080
H -2.566 0.719 -0.106
H -2.814 -0.949 -0.497
N 1.850 -0.764 -0.117
N 1.258 0.541 -0.146
N -0.852 -0.530 -0.154
N -2.193 -0.318 0.091

***

How do the energies compare? Relative to the most stable structure, in hartree: version i 0.0000; version ii 0.2311; version iii 0.0571; version iv 0.0389.